No. 1
# C3H4F3N

A single C3H4F3N molecule in a non-equilibrium geometry (ωB97M-V/def2-TZVPD, the OMol25 dataset).

SMILES = C/N=C(\F)C(F)F
energy above the lowest of the compared OMol25 structures with the same formula, charge and spin = 27.0 kcal per mole
HOMO = -0.39307 hartree
max |F| = 7.18 eV/A
gap between HOMO and LUMO = 11.32 eV

ORCA input file:
```
! RIJCOSX wB97M-V def2-TZVPD def2/J DEFGRID3
* xyz 0 1
C -0.39352 0.10678 0.42775
C 1.96351 -0.31990 -0.49059
C -1.85724 0.18546 0.15637
N 0.47676 -0.31056 -0.56546
F -0.05561 0.52707 1.67272
F -2.54630 0.23068 1.37075
F -2.10019 1.30831 -0.53444
H 2.06645 -1.36965 -0.93387
H 2.35369 -0.15154 0.46641
H 2.37477 0.45971 -1.17373
H -2.28231 -0.66636 -0.39591
*
```

No. 2
# C3H4F3NO2

2 unconnected molecules or ions with the total composition C3H4F3NO2 in a non-equilibrium geometry (ωB97M-V/def2-TZVPD, the OMol25 dataset).

energy above the lowest of the compared OMol25 structures with the same formula, charge and spin = 68.0 kcal per mole
HOMO = -0.34110 hartree
max |F| = 4.91 eV/A
gap between HOMO and LUMO = 9.46 eV

ORCA input file:
```
! RIJCOSX wB97M-V def2-TZVPD def2/J DEFGRID3
* xyz 0 1
C -1.06253 -0.85018 0.18931
C 0.27740 0.04547 -0.03586
C 2.54106 -0.40886 -0.19816
N 1.36467 -0.91314 -0.06459
O -1.00227 -2.03442 0.11755
O -2.15115 -0.22175 0.57842
F 2.06906 0.94853 1.84277
F 2.80104 0.60413 -0.82550
F 3.56480 -1.09967 0.21106
H 0.56029 0.86230 0.79446
H 0.33774 0.61157 -1.07442
H 1.17343 -1.77446 0.39408
H -2.23682 0.68980 0.46902
*
```

No. 3
# C3H4F4

A molecular structure, C3H4F4 in a non-equilibrium geometry (ωB97M-V/def2-TZVPD, the OMol25 dataset).

energy above the lowest of the compared OMol25 structures with the same formula, charge and spin = 49.8 kcal per mole
HOMO (spin up / spin down) = -0.17500 / -0.49096 hartree
max |F| = 8.24 eV/A
gap between HOMO and LUMO (spin up / spin down) = 5.77 / 11.21 eV

ORCA input file:
```
! RIJCOSX wB97M-V def2-TZVPD def2/J DEFGRID3
* xyz 0 3
C 0.16647 -1.20582 -0.58919
C -0.42660 0.97572 1.00434
C 0.37038 0.22320 -0.66166
F -1.56126 0.32556 1.32217
F 0.43651 0.80266 1.97800
F 1.61190 0.74383 -0.62561
F -0.18594 0.83160 -1.68733
H -0.88795 -1.35038 -0.08342
H 0.94119 -1.56774 0.15348
H 0.22412 -1.80161 -1.47293
H -0.68883 2.02299 0.66215
*
```

No. 4
# C3H4FN3

A single C3H4FN3 molecule in a non-equilibrium geometry (ωB97M-V/def2-TZVPD, the OMol25 dataset).

SMILES = NC1=N[C@@H]1/C=N/F
energy above the lowest of the compared OMol25 structures with the same formula, charge and spin = 101.4 kcal per mole
HOMO = -0.35608 hartree
max |F| = 3.16 eV/A
gap between HOMO and LUMO = 10.25 eV

ORCA input file:
```
! RIJCOSX wB97M-V def2-TZVPD def2/J DEFGRID3
* xyz 0 1
C -0.78352 -0.19171 -0.25577
C 0.08646 -0.51417 -1.43411
C -0.28696 0.21529 1.05446
N -0.66227 -1.00608 1.04922
N 1.29669 -0.88120 -1.42814
N 0.14606 1.14400 1.94458
F 1.73211 -1.24841 -2.68526
H -1.72634 0.18155 -0.57613
H -0.37226 -0.46601 -2.35341
H 0.55021 2.07827 1.75374
H 0.01982 0.68848 2.93081
*
```

No. 5
# C3H4FN3S

A single C3H4FN3S molecule in a non-equilibrium geometry (ωB97M-V/def2-TZVPD, the OMol25 dataset).

SMILES = Nc1ncc(F)n1S
energy above the lowest of the compared OMol25 structures with the same formula, charge and spin = 44.7 kcal per mole
HOMO = -0.29455 hartree
max |F| = 4.33 eV/A
gap between HOMO and LUMO = 8.06 eV

ORCA input file:
```
! RIJCOSX wB97M-V def2-TZVPD def2/J DEFGRID3
* xyz 0 1
C -0.38403 0.15092 -1.06197
C 0.88956 -1.57217 -0.85613
C 0.91497 -0.97172 0.37233
H -1.38690 0.85430 -2.54124
H -0.94809 2.03058 -1.52435
H 1.39939 -2.50484 -0.90812
H -1.72325 0.56619 1.92944
N -1.20407 1.10296 -1.56410
N 0.16637 -0.90535 -1.80329
N -0.16839 -0.00381 0.28836
F 1.66885 -1.20690 1.47981
S -0.77758 1.43232 1.28461
*
```

No. 6
# C3H4FNO

2 unconnected molecules or ions with the total composition C3H4FNO in a non-equilibrium geometry (ωB97M-V/def2-TZVPD, the OMol25 dataset).

energy above the lowest of the compared OMol25 structures with the same formula, charge and spin = 157.5 kcal per mole
HOMO (spin up / spin down) = -0.35397 / -0.37662 hartree
max |F| = 4.55 eV/A
gap between HOMO and LUMO (spin up / spin down) = 9.11 / 8.87 eV

ORCA input file:
```
! RIJCOSX wB97M-V def2-TZVPD def2/J DEFGRID3
* xyz 0 1
C 0.90845 -0.49373 1.71973
C -0.13280 -0.51313 0.75951
C -0.19589 0.00879 -0.58226
N -1.82640 -1.35076 1.36968
O 1.95545 0.01629 1.54206
F -2.64553 -1.08829 0.35225
H 0.64161 -1.11306 2.53321
H 0.65058 0.91009 -0.67822
H -1.17422 0.32486 -0.80997
H 0.10673 -0.72821 -1.27893
*
```

No. 7
# C3H4FNO

A single C3H4FNO molecule in a non-equilibrium geometry (ωB97M-V/def2-TZVPD, the OMol25 dataset).

SMILES = O/N=C/C=C\F
energy above the lowest of the compared OMol25 structures with the same formula, charge and spin = 53.5 kcal per mole
HOMO = -0.33161 hartree
max |F| = 3.39 eV/A
gap between HOMO and LUMO = 9.59 eV

ORCA input file:
```
! RIJCOSX wB97M-V def2-TZVPD def2/J DEFGRID3
* xyz 0 1
C 0.04152 -0.23951 -0.37471
C 0.24864 -0.41877 1.00017
C 0.11668 0.62127 1.86418
H 0.17605 -1.44597 -3.05163
H -0.21284 0.74984 -0.76969
H 0.56462 -1.39325 1.38999
H 0.38974 0.70239 2.89624
N 0.14761 -1.23172 -1.17563
O -0.07469 -0.70945 -2.48904
F -0.42160 1.76741 1.41544
*
```

No. 8
# C3H4FNO2

A single C3H4FNO2 molecule in a non-equilibrium geometry (ωB97M-V/def2-TZVPD, the OMol25 dataset).

SMILES = O=C1NC[C@@H](F)O1
energy above the lowest of the compared OMol25 structures with the same formula, charge and spin = 0.2 kcal per mole
HOMO = -0.38661 hartree
max |F| = 5.13 eV/A
gap between HOMO and LUMO = 11.22 eV

ORCA input file:
```
! RIJCOSX wB97M-V def2-TZVPD def2/J DEFGRID3
* xyz 0 1
C -1.36692 -0.50531 -0.20582
C 0.83533 -0.23514 0.26645
C 0.25876 1.19379 -0.00797
N -0.26304 -1.13159 0.28585
O -2.40266 -0.91930 -0.65479
O -1.07563 0.87925 -0.13787
F 0.71673 1.61537 -1.16469
H 1.55520 -0.43327 -0.44019
H 1.41297 -0.27513 1.29735
H 0.34014 1.87703 0.80491
H -0.01088 -2.06570 -0.04322
*
```

No. 9
# C3H4FNOS2

A single C3H4FNOS2 molecule in a non-equilibrium geometry (ωB97M-V/def2-TZVPD, the OMol25 dataset).

SMILES = O=C(CF)NSC=S
energy above the lowest of the compared OMol25 structures with the same formula, charge and spin = 16.2 kcal per mole
HOMO = -0.33131 hartree
max |F| = 1.66 eV/A
gap between HOMO and LUMO = 8.50 eV

ORCA input file:
```
! RIJCOSX wB97M-V def2-TZVPD def2/J DEFGRID3
* xyz 0 1
C -1.72994 0.62358 1.05711
C -1.12546 -0.79567 0.96462
C 1.59689 0.52995 -0.94976
H -1.35363 1.05457 1.97836
H -2.82378 0.59036 1.12362
H 0.64497 -1.78808 0.89085
H 2.51493 1.06794 -1.24916
N 0.25690 -0.84386 0.93150
O -1.80776 -1.79852 0.97872
F -1.35798 1.33888 -0.06645
S 1.34423 0.43498 0.74521
S 0.74666 -0.11165 -2.17819
*
```

No. 10
# C3H4FNS

A single C3H4FNS molecule in a non-equilibrium geometry (ωB97M-V/def2-TZVPD, the OMol25 dataset).

SMILES = C=C(F)/C=N/S
energy above the lowest of the compared OMol25 structures with the same formula, charge and spin = 83.6 kcal per mole
HOMO = -0.33843 hartree
max |F| = 4.60 eV/A
gap between HOMO and LUMO = 8.85 eV

ORCA input file:
```
! RIJCOSX wB97M-V def2-TZVPD def2/J DEFGRID3
* xyz 0 1
C 0.25208 0.15791 0.07071
C 0.79235 0.61059 -1.15806
C 0.39299 0.69645 -2.43853
H -1.72709 -2.45966 1.53222
H 0.79235 0.92079 0.91939
H -0.43013 0.11573 -3.01465
H 0.75451 1.62372 -3.29572
N -0.55338 -0.86665 0.21356
F 1.88949 1.54623 -0.86672
S -1.32162 -1.05248 1.95748
*
```

no.,electronic energy (eV)
1,-12816.8238
2,-16910.8365
3,-14039.0239
4,-10359.3236
5,-21196.7346
6,-9423.7868
7,-9428.2949
8,-11478.3843
9,-31100.4392
10,-18214.3741